Entry 1:
# C7H30BF4N14O8

9 unconnected molecules or ions with the total composition C7H30BF4N14O8 in a non-equilibrium geometry (ωB97M-V/def2-TZVPD, the Open Molecules 2025 dataset).

Positions of all 64 atoms, in Å:
B: -0.6238 0.4657 0.0113
F: -0.3883 1.3860 -0.9013
F: -0.8130 -0.7377 -0.5424
F: 0.5023 0.4547 0.8295
F: -1.7743 0.8789 0.7347
O: 0.0591 -2.6276 1.5066
H: -0.6700 -2.6876 2.1239
H: -0.1168 -1.8320 1.0042
C: -4.3058 2.7422 -0.4209
O: -4.5724 2.6905 0.7773
N: -5.2269 2.7792 -1.2921
N: -3.1430 2.9648 -0.9750
H: -6.1323 3.0574 -0.9416
H: -5.0357 2.8745 -2.2792
H: -3.1699 3.2035 -1.9561
H: -2.2896 2.7945 -0.4624
C: 3.9787 -1.9974 2.3989
O: 4.2916 -1.6047 3.4911
N: 2.9384 -1.5206 1.7501
N: 4.3909 -3.0616 1.7674
H: 2.7264 -2.0725 0.9312
H: 2.4046 -0.7061 2.0177
H: 4.9317 -3.6536 2.3815
H: 4.2032 -3.0735 0.7751
C: -0.0379 2.0582 4.6763
O: -0.8918 1.2886 4.9604
N: 0.6047 2.8822 5.3847
N: 0.1965 2.3741 3.4400
H: 1.2069 3.5948 4.9980
H: 0.5429 2.8573 6.3925
H: -0.2864 2.0783 2.6037
H: 0.9438 3.0032 3.1831
C: 1.9731 -4.2751 -1.4422
O: 2.1969 -4.4385 -2.6225
N: 2.6699 -4.7793 -0.4638
N: 0.9590 -3.5696 -1.0501
H: 3.5666 -5.2239 -0.5996
H: 2.2842 -4.7658 0.4695
H: 0.8179 -3.3525 -0.0739
H: 0.2387 -3.2467 -1.6802
C: -0.0143 2.8985 -3.9696
O: 0.2682 3.5571 -4.9590
N: 0.3953 3.0750 -2.7720
N: -0.9065 1.9250 -3.9266
H: 0.1322 2.3943 -2.0737
H: 0.8845 3.9245 -2.5288
H: -1.1365 1.4809 -3.0491
H: -1.5252 1.7856 -4.7126
C: -4.3198 -1.7036 0.4168
O: -5.3672 -2.2567 0.5563
N: -3.1537 -2.1768 0.1300
N: -4.2415 -0.4948 0.6147
H: -2.3623 -1.5800 -0.0640
H: -3.3291 -2.9823 -0.4535
H: -3.3215 -0.1062 0.7656
H: -4.9008 -0.2212 1.3292
C: 3.4849 0.5221 -2.1559
O: 4.7027 0.4833 -2.3084
N: 2.6991 -0.0705 -2.9754
N: 2.8103 1.0053 -1.1473
H: 3.1279 -0.7998 -3.5270
H: 1.7470 -0.2099 -2.6685
H: 1.8140 0.9133 -1.0088
H: 3.3622 1.4345 -0.4184

HOMO (eV): -7.27
Frontier orbital gap (eV): 9.47
Relative energy (zero: lowest compared OMol25 entry of this formula, charge and spin) (kJ/mol): 498.12
Max |F| (eV Å⁻¹): 10.56
LUMO energy (eV): 2.21
Charge: -1



Entry 2:
# C15H15N3O4

C15H15N3O4 in the gas phase in a non-equilibrium geometry (ωB97M-V/def2-TZVPD, the Open Molecules 2025 dataset).

Positions of all 37 atoms, in Å:
C: -1.2133 -2.3239 1.5665
H: -1.4423 -1.2564 1.5891
O: -0.6384 -2.7039 0.3357
C: 0.3871 -1.9999 -0.2220
C: 0.6027 -2.2869 -1.5649
C: 1.6134 -1.6763 -2.2823
C: 2.3821 -0.7118 -1.6693
C: 2.1699 -0.3833 -0.3301
C: 1.2165 -1.0640 0.4347
O: 1.0527 -0.9344 1.7803
C: 2.0158 -0.2636 2.5634
H: 1.8794 -0.6440 3.5764
H: 3.0329 -0.4844 2.2300
H: 1.8498 0.8154 2.5643
C: 2.9528 0.8089 0.1206
O: 4.1517 0.8955 0.0919
O: 2.2358 1.9077 0.4357
N: 0.8303 1.7671 0.5636
C: 0.1545 1.8382 -0.5253
N: 0.6178 2.0515 -1.7664
H: -0.0538 2.0635 -2.5153
H: 1.5891 2.2451 -1.9352
C: -1.3002 1.6133 -0.4104
N: -1.9755 1.6275 -1.5563
C: -3.2741 1.3962 -1.5222
C: -3.9712 1.1381 -0.3510
C: -3.2674 1.1293 0.8443
C: -1.9047 1.3712 0.8203
H: -1.3009 1.3811 1.7122
H: -3.7735 0.9348 1.7787
H: -5.0331 0.9509 -0.3751
H: -3.7751 1.4182 -2.4811
H: 3.1565 -0.1891 -2.2102
H: 1.7821 -1.9372 -3.3148
H: -0.0405 -3.0226 -2.0209
H: -2.1390 -2.8968 1.6332
H: -0.5698 -2.5752 2.4116

HOMO (eV): -8.15
Frontier orbital gap (eV): 8.38
Relative energy (zero: lowest compared OMol25 entry of this formula, charge and spin) (kJ/mol): 101.22
Max |F| (eV Å⁻¹): 1.15
LUMO energy (eV): 0.23
Charge: 0



Entry 3:
# C6H5O6Yb

A molecular structure, C6H5O6Yb in a non-equilibrium geometry (ωB97M-V/def2-TZVPD, the Open Molecules 2025 dataset).

Positions of all 18 atoms, in Å:
O: 0.6936 -2.5325 0.8489
C: -0.0951 -1.8276 0.2942
Yb: -0.6955 0.8191 -0.3609
O: 2.6108 -0.1792 0.8177
C: 1.5949 0.2133 0.4284
C: -1.5160 -1.8443 0.1123
O: -2.1285 -0.8689 -0.4421
C: -0.4118 0.3595 2.0873
O: -0.4343 -0.1249 3.1331
C: 0.6153 -0.8838 -1.7057
O: 0.8472 -1.8095 -2.3613
H: -2.0605 -2.7268 0.4958
C: 0.0005 3.5145 -1.7839
O: -1.0233 2.9760 -0.9072
H: -0.4756 4.1098 -2.5755
H: 0.5473 2.6710 -2.2274
H: 0.6884 4.1430 -1.2000
H: -1.7113 3.6409 -0.7213

HOMO (alpha / beta) (eV): -17.19 / -17.12
Multiplicity: 2
Frontier orbital gap (alpha / beta) (eV): 6.19 / 6.49
Relative energy (zero: lowest compared OMol25 entry of this formula, charge and spin) (kJ/mol): 0.00
Max |F| (eV Å⁻¹): 5.80
LUMO energy (alpha / beta) (eV): -11.00 / -10.63
Charge: +2



Entry 4:
# C57H41BrN6O6SW

A molecular structure, C57H41BrN6O6SW in a non-equilibrium geometry (ωB97M-V/def2-TZVPD, the Open Molecules 2025 dataset).

Positions of all 113 atoms, in Å:
W: -0.2191 -0.1355 -0.3699
C: 1.9479 -2.1530 7.1267
C: 2.8966 -1.3710 6.4811
C: 2.7189 -1.0122 5.1555
C: 1.5949 -1.4516 4.4563
C: 0.6682 -2.2793 5.0978
C: 0.8346 -2.6071 6.4332
C: 1.2759 -1.0392 3.0754
C: 1.0796 0.2903 2.7572
C: 1.5027 1.3614 3.5618
C: 1.2723 2.5068 2.8547
C: 0.6227 2.1153 1.6722
C: -0.2109 3.0923 1.0193
C: 0.3204 4.4359 0.8487
C: -0.4681 5.5962 0.7700
C: 0.1121 6.8222 0.5239
C: 1.4875 6.9234 0.3308
C: 2.2816 5.7894 0.4049
C: 1.7093 4.5585 0.6705
C: -1.4887 2.6461 0.7477
N: -1.7221 1.2800 0.4860
C: -3.0331 1.1829 0.2513
C: -3.5530 0.1267 -0.6670
C: -5.0380 0.2891 -0.8779
C: -5.8913 -0.2094 0.1017
C: -7.2590 -0.0176 -0.0128
C: -7.7733 0.6732 -1.1029
C: -6.9193 1.1721 -2.0750
C: -5.5478 0.9853 -1.9644
C: -3.1529 -1.2863 -0.4862
C: -3.8512 -2.3787 -1.0391
C: -2.9348 -3.3773 -1.1974
C: -1.6991 -2.8913 -0.6980
N: -1.8723 -1.5737 -0.2339
C: -0.5716 -3.6332 -0.5043
C: 0.3745 -3.1913 0.4511
C: 1.2112 -4.0513 1.1820
C: 1.6327 -3.3370 2.2689
C: 1.0966 -2.0418 2.1309
N: 0.3645 -1.9277 0.9742
C: -0.4517 -4.9297 -1.1976
C: -0.3992 -4.9201 -2.5930
C: -0.3037 -6.1127 -3.2928
C: -0.2985 -7.3203 -2.6097
C: -0.3734 -7.3351 -1.2231
C: -0.4336 -6.1458 -0.5148
C: -3.7016 2.4031 0.4902
C: -2.7337 3.3252 0.7626
N: 0.5128 0.7653 1.5754
H: 2.0800 -2.4144 8.1684
H: 3.7813 -1.0465 7.0127
H: 3.4720 -0.4229 4.6456
H: -0.2056 -2.6209 4.5559
H: 0.0965 -3.2219 6.9309
H: 1.9115 1.2754 4.5541
H: 1.4567 3.5248 3.1563
H: -1.5311 5.5489 0.9423
H: -0.5072 7.7090 0.4803
H: 1.9357 7.8871 0.1261
H: 3.3503 5.8624 0.2516
H: 2.3271 3.6700 0.6926
H: -5.4815 -0.7399 0.9559
H: -7.9194 -0.4070 0.7509
H: -8.8420 0.8174 -1.1932
H: -7.3208 1.7118 -2.9225
H: -4.8755 1.3796 -2.7165
H: -4.8990 -2.3893 -1.2904
H: -3.0948 -4.3757 -1.5752
H: 1.4374 -5.0718 0.9216
H: 2.2820 -3.6562 3.0689
H: -0.4155 -3.9718 -3.1189
H: -0.2466 -6.0975 -4.3734
H: -0.2467 -8.2520 -3.1578
H: -0.3966 -8.2752 -0.6880
H: -0.5297 -6.1573 0.5640
H: -4.7674 2.5577 0.4516
H: -2.9082 4.3540 1.0271
C: 2.5601 -1.1984 -3.1718
C: 1.9019 -1.7648 -1.9577
O: 2.3393 -2.6944 -1.3424
O: 0.7021 -1.1959 -1.6324
H: 3.5862 -1.5470 -3.2227
H: 2.5257 -0.1104 -3.1606
H: 2.0234 -1.5423 -4.0588
C: 5.7520 1.6927 0.4521
N: 5.6707 0.2650 0.1947
C: 6.7392 -0.6120 0.0714
C: 6.2296 -1.8353 -0.1556
N: 4.8522 -1.6942 -0.1631
C: 4.5115 -0.4091 0.0471
S: 2.9637 0.3081 0.1323
H: 6.7831 2.0160 0.3439
H: 5.4037 1.9143 1.4606
H: 5.1237 2.2234 -0.2614
H: 7.7632 -0.2915 0.1537
H: 6.7181 -2.7814 -0.3050
H: 4.1626 -2.4071 -0.3571
Br: 0.1070 0.4602 -4.6993
C: -0.5888 2.1351 -4.1569
C: -1.5662 2.6994 -4.9580
C: -2.0636 3.9576 -4.6527
C: -1.5584 4.6568 -3.5701
C: -0.5629 4.0944 -2.7902
C: -0.0851 2.8111 -3.0484
C: 0.9665 2.3207 -2.0898
O: 2.0510 2.7946 -2.0344
O: 0.5955 1.3665 -1.1500
H: -1.9253 2.1583 -5.8222
H: -2.8311 4.3931 -5.2795
H: -1.9186 5.6512 -3.3393
H: -0.1405 4.6477 -1.9643
O: -1.4843 0.2923 -1.8130
O: -2.8668 0.4361 -1.9225

HOMO (eV): -12.24
Frontier orbital gap (eV): 4.57
Max |F| (eV Å⁻¹): 1.05
LUMO energy (eV): -7.67
Charge: +2



Entry 5:
# C41H60F6N4O11PSr

A molecular structure, C41H60F6N4O11PSr in a non-equilibrium geometry (ωB97M-V/def2-TZVPD, the Open Molecules 2025 dataset).

Positions of all 124 atoms, in Å:
Sr: -0.5289 -0.9295 -2.0536
C: 3.6117 -1.8573 -3.8440
N: 2.7753 -0.6524 -3.5466
C: 2.9285 0.3006 -4.6614
C: 3.2091 0.0001 -2.3033
C: 2.2195 1.0823 -1.8874
N: 1.3331 0.8144 -0.7791
C: 0.4231 2.0780 -0.6669
C: -0.4073 2.1729 0.5564
C: -0.4604 3.4014 1.2209
C: -1.0614 3.5721 2.4672
C: -1.7118 2.4439 2.9819
C: -1.8907 1.2432 2.2517
C: -1.2211 1.0781 1.0092
O: -1.2553 -0.0023 0.3000
C: -2.9322 0.3010 2.8089
C: -4.2277 1.1922 2.8281
C: -2.5997 -0.1668 4.2231
C: -3.1374 -0.9984 1.9879
C: -0.9254 4.9284 3.1274
C: -0.4937 6.0148 2.1537
C: -2.2019 5.3708 3.8428
C: 0.2291 4.8999 4.1720
C: 2.0032 0.5465 0.5429
C: 2.1577 -0.8999 1.0887
C: 2.5054 -1.0541 2.4351
C: 2.8043 -2.3179 2.9890
C: 2.7817 -3.4212 2.1377
C: 2.0400 -3.3784 1.0001
C: 1.8330 -2.0813 0.3373
O: 1.2263 -2.0178 -0.8045
C: 1.5806 -4.6826 0.2282
C: 0.0452 -4.6285 -0.0861
C: 1.9532 -5.9510 1.0212
C: 2.4333 -4.7203 -1.0394
C: 2.9579 -2.3484 4.5353
C: 1.6708 -1.7562 5.1705
C: 3.1344 -3.8150 4.9823
C: 4.2396 -1.6523 5.0615
H: 4.7113 -1.7191 -3.9240
H: 3.2550 -2.2637 -4.7959
H: 3.4466 -2.5066 -3.0256
H: 3.9955 0.5588 -4.7660
H: 2.3720 1.2405 -4.6949
H: 2.5864 -0.2281 -5.5487
H: 4.2332 0.4883 -2.3345
H: 3.2415 -0.8518 -1.5995
H: 1.6601 1.3313 -2.7804
H: 2.7915 2.0148 -1.6942
H: -0.1558 2.0407 -1.6022
H: 1.1236 2.9229 -0.6578
H: -0.0471 4.2432 0.7157
H: -2.1337 2.4368 4.0324
H: -4.0623 1.9998 3.5258
H: -5.1200 0.6750 3.1131
H: -4.4387 1.6063 1.8315
H: -2.2967 0.6855 4.7994
H: -1.8393 -0.9499 4.1677
H: -3.3943 -0.7624 4.6793
H: -3.1446 -0.8648 0.8958
H: -4.1591 -1.4513 2.2116
H: -2.3756 -1.8075 2.2482
H: -1.2200 6.2280 1.4085
H: 0.4975 5.8643 1.7511
H: -0.4836 6.9791 2.7294
H: -3.1212 5.2552 3.2484
H: -2.1314 6.4755 3.9845
H: -2.3149 4.8394 4.8100
H: 1.1719 4.5201 3.7307
H: 0.1341 4.2136 5.0085
H: 0.4313 5.8843 4.6210
H: 1.3216 1.0108 1.2990
H: 2.9903 1.0644 0.5659
H: 2.4457 -0.2559 3.0960
H: 3.2762 -4.3305 2.4079
H: -0.5169 -4.5178 0.8263
H: -0.2284 -5.5873 -0.5754
H: -0.2578 -3.8417 -0.7637
H: 1.8396 -5.8642 2.0885
H: 2.9868 -6.2565 0.7946
H: 1.4037 -6.8242 0.6293
H: 2.2283 -3.8085 -1.6610
H: 2.2536 -5.6079 -1.6806
H: 3.4906 -4.7028 -0.7034
H: 0.7347 -2.1746 4.7292
H: 1.5926 -0.6815 5.2593
H: 1.6819 -2.0061 6.2253
H: 2.2609 -4.4525 4.6239
H: 3.1475 -3.8681 6.0946
H: 4.0148 -4.3335 4.6384
H: 4.2412 -0.5676 5.0707
H: 5.1659 -1.9972 4.5169
H: 4.3668 -1.9331 6.0951
O: -4.6832 0.7862 -2.9331
C: -3.4677 0.7711 -3.1889
O: -2.6468 -0.0439 -2.6380
C: -2.8677 1.8174 -4.1424
C: -3.7412 2.5088 -4.9007
C: -3.3003 3.6597 -5.6161
C: -1.9824 4.0488 -5.6678
C: -1.1022 3.3043 -4.8005
C: -1.5022 2.1725 -4.0306
O: -0.6369 1.4484 -3.4604
N: 0.2119 3.8243 -4.5809
O: 0.8302 3.4898 -3.5514
O: 0.6691 4.5705 -5.4228
N: -4.3037 4.6333 -5.9327
O: -5.4859 4.3967 -5.8526
O: -3.8461 5.7617 -6.2266
H: -4.7920 2.2390 -5.0066
H: -1.5864 4.7880 -6.3773
O: -4.8627 -1.0129 -0.8491
H: -5.6000 -0.7727 -0.2381
H: -5.1041 -0.3646 -1.6306
O: -2.6570 -2.8231 -1.5924
H: -2.6680 -3.1576 -2.5115
H: -3.4979 -2.4164 -1.3818
F: 0.5387 -2.7685 -3.4199
P: -0.2972 -3.3728 -4.7703
F: -1.1513 -1.9232 -4.5937
F: 0.8197 -2.6575 -5.6711
F: 0.5890 -4.7152 -4.6608
F: -1.4064 -4.0020 -3.7419
F: -1.1631 -3.8608 -6.0632

HOMO (alpha / beta) (eV): -2.20 / -2.19
Multiplicity: 2
Frontier orbital gap (alpha / beta) (eV): 5.56 / 3.92
Relative energy (zero: lowest compared OMol25 entry of this formula, charge and spin) (kJ/mol): 188.06
Max |F| (eV Å⁻¹): 2.88
LUMO energy (alpha / beta) (eV): 3.37 / 1.73
Charge: -2



Entry 6:
# CH2FIO

2 unconnected molecules or ions with the total composition CH2FIO in a non-equilibrium geometry (ωB97M-V/def2-TZVPD, the Open Molecules 2025 dataset).

Positions of all 6 atoms, in Å:
C: -0.0225 0.2385 0.9452
O: 1.1982 0.1614 0.4186
F: -0.5137 1.4083 0.8235
I: -0.0609 -0.5271 2.8964
H: -1.3043 -1.1416 0.1597
H: 1.0015 0.6082 -0.4573

HOMO (alpha / beta) (eV): -9.17 / -8.76
Frontier orbital gap (alpha / beta) (eV): 8.67 / 8.28
Relative energy (zero: lowest compared OMol25 entry of this formula, charge and spin) (kJ/mol): 341.43
Max |F| (eV Å⁻¹): 4.50
LUMO energy (alpha / beta) (eV): -0.49 / -0.48
Charge: 0



Entry 7:
# C14H14N6O2

C14H14N6O2 in the gas phase in a non-equilibrium geometry (ωB97M-V/def2-TZVPD, the Open Molecules 2025 dataset).

Positions of all 36 atoms, in Å:
O: 2.4562 0.7010 -1.5521
O: 3.1858 -0.8527 -0.1934
N: -2.0910 -0.2481 0.9671
N: 1.1550 -4.9533 -3.3783
N: 0.2110 0.0355 0.5196
C: -0.8699 0.3951 1.1354
C: 2.2745 -4.1609 -3.1757
C: -2.2229 -1.2152 0.1111
C: -0.0071 -4.4466 -2.8202
C: 2.3404 -3.0598 -2.4700
C: 1.2263 -1.1902 -1.1815
C: -1.1285 -2.7381 -1.5149
C: 0.0786 -0.8485 -0.4830
C: -1.1198 -1.5531 -0.6918
C: 1.1748 -2.4833 -1.8219
C: 0.0352 -3.2273 -2.0478
N: -0.6294 1.4020 2.0306
N: -0.3990 3.6843 2.0703
N: 2.3828 -0.4186 -1.0008
C: -0.7178 3.8880 3.5054
C: -1.2880 4.3666 1.1436
C: 0.2514 2.4802 1.6639
H: 3.1459 -4.5202 -3.7089
H: -3.0406 -1.9053 0.1135
H: -0.9326 -5.0305 -3.0120
H: 3.2926 -2.6267 -2.5827
H: -1.9958 -3.4266 -1.4944
H: -1.3531 1.6202 2.6378
H: -1.6938 3.4696 3.7064
H: 0.0291 3.3446 4.1126
H: -0.7475 4.9795 3.8120
H: -2.3495 4.0205 1.2666
H: -1.2863 5.4133 1.5065
H: -0.9472 4.1083 0.0629
H: 0.3746 2.5940 0.5819
H: 1.2055 2.4025 2.1823

HOMO (eV): -8.34
Frontier orbital gap (eV): 7.15
Max |F| (eV Å⁻¹): 4.81
LUMO energy (eV): -1.18
Charge: 0



Entry 8:
# C6H12NO

2 unconnected molecules or ions with the total composition C6H12NO in a non-equilibrium geometry (ωB97M-V/def2-TZVPD, the Open Molecules 2025 dataset).

Positions of all 20 atoms, in Å:
C: -0.8489 -1.5734 1.4996
C: -0.5686 -1.8073 0.0921
C: -0.6735 -0.3241 1.7832
C: -0.2620 -0.6298 -0.4585
C: 1.0110 0.9224 0.7134
C: -1.3098 1.4465 0.2075
N: -0.3393 0.4284 0.5466
O: 1.3747 -1.1629 -2.5256
H: -1.4187 -2.2255 2.0760
H: -0.6785 -2.6788 -0.4678
H: 1.8080 -0.6769 -3.3111
H: -0.9481 0.2967 2.6170
H: 0.0292 -0.5579 -1.4454
H: 0.8004 2.0467 0.8715
H: 1.5128 0.3161 1.4445
H: 1.7132 0.8481 -0.1474
H: -0.7605 2.2922 -0.3603
H: -1.9593 0.9428 -0.3677
H: -1.9252 1.9789 1.0385
H: 1.6921 -2.0582 -2.7003

HOMO (eV): -13.69
Frontier orbital gap (eV): 10.22
Relative energy (zero: lowest compared OMol25 entry of this formula, charge and spin) (kJ/mol): 235.82
Max |F| (eV Å⁻¹): 4.81
LUMO energy (eV): -3.47
Charge: +1



Entry 9:
# CF3NO2

CF3NO2 in the gas phase in a non-equilibrium geometry (ωB97M-V/def2-TZVPD, the Open Molecules 2025 dataset).

Positions of all 7 atoms, in Å:
C: -0.5892 -0.1508 -0.0146
N: 0.9363 0.0727 -0.0033
O: 1.5504 -0.9109 -0.3004
O: 1.3297 1.1555 0.2952
F: -1.2087 1.2834 0.2208
F: -0.9895 -0.8956 0.9656
F: -1.0291 -0.5543 -1.1634

HOMO (eV): -12.64
Frontier orbital gap (eV): 11.89
Relative energy (zero: lowest compared OMol25 entry of this formula, charge and spin) (kJ/mol): 69.42
Max |F| (eV Å⁻¹): 5.29
LUMO energy (eV): -0.75
Charge: 0



Entry 10:
# CH3Cl2OP

CH3Cl2OP in the gas phase in a non-equilibrium geometry (ωB97M-V/def2-TZVPD, the Open Molecules 2025 dataset).

Positions of all 8 atoms, in Å:
C: -0.4775 0.3409 -0.0758
O: -1.1016 -1.2098 0.0965
P: 1.1834 0.1084 0.7203
Cl: 1.8730 -1.3727 -0.4216
Cl: 2.0591 1.7100 -0.1696
H: -0.4607 0.4973 -1.1497
H: -1.1355 1.0107 0.4589
H: -1.9402 -1.0847 0.5411

HOMO (eV): -9.73
Frontier orbital gap (eV): 10.26
Relative energy (zero: lowest compared OMol25 entry of this formula, charge and spin) (kJ/mol): 196.80
Max |F| (eV Å⁻¹): 4.16
LUMO energy (eV): 0.53
Charge: 0